(1)
C2H5NOS | ωB97M-V/def2-TZVPD

Values from the calculation:
gap between HOMO and LUMO = 0.37120 hartree
SMILES string = CSNC=O
highest occupied orbital energy = -9.21 eV
E_tot = -607.3673 a.u.

Structure (XYZ):
```
10
Properties=species:S:1:pos:R:3:forces:R:3:mulliken_charge:R:1
C -0.327812 0.225698 -1.540412 -0.3 0.5 1.4 -0.79
S -0.681876 1.263250 -0.088825 -1.1 0.7 -0.7 -0.06
N 0.301046 0.631766 1.064619 0.8 -1.6 1.4 -0.19
C 0.173910 -0.726516 1.446569 -2.1 0.4 -0.3 0.03
O 1.070649 -1.500452 1.598096 0.3 0.2 0.4 -0.48
H -0.444582 -0.774923 -1.188430 -0.5 -0.8 -0.3 0.28
H -1.028545 0.536611 -2.292392 -0.2 -0.1 -0.4 0.31
H 0.681093 0.336559 -1.822482 1.1 0.4 -0.7 0.29
H 1.205794 1.032549 1.256581 0.3 0.0 -0.4 0.27
H -0.949678 -1.024542 1.566675 1.6 0.5 -0.3 0.34
```
Positions in Å, forces in eV/Å.

(2)
C2H5NOS | ωB97M-V/def2-TZVPD

Values from the calculation:
gap between HOMO and LUMO = 0.36507 hartree
SMILES string = CSNC=O
highest occupied orbital energy = -9.28 eV
E_tot = -607.3612 a.u.

Structure (XYZ):
```
10
Properties=species:S:1:pos:R:3:forces:R:3:mulliken_charge:R:1
C -1.491716 0.495809 -0.558801 0.7 1.9 -0.6 -0.72
S 0.214881 0.638152 -1.314316 -1.4 -0.8 -0.2 -0.01
N 1.062824 0.247351 0.070104 1.4 1.6 1.7 -0.26
C 1.387315 -0.975284 0.616681 -2.8 -2.6 -2.0 0.16
O 0.982024 -2.055187 0.104124 1.8 3.2 1.8 -0.54
H -1.539868 -0.369934 0.035086 0.1 -1.4 0.4 0.26
H -2.265600 0.442179 -1.377049 0.8 0.5 1.1 0.29
H -1.506385 1.352912 0.182677 -0.8 -0.7 -1.2 0.24
H 1.302335 1.094631 0.629310 0.0 -1.3 -0.5 0.28
H 1.854191 -0.870630 1.612186 0.2 -0.2 -0.4 0.30
```
Positions in Å, forces in eV/Å.

(3)
C2H5NOS | ωB97M-V/def2-TZVPD

Values from the calculation:
gap between HOMO and LUMO = 0.31319 hartree
SMILES string = C1NO1.C=S
highest occupied orbital energy = -9.03 eV
E_tot = -607.2167 a.u.

Structure (XYZ):
```
10
Properties=species:S:1:pos:R:3:forces:R:3:mulliken_charge:R:1
C -0.735605 -1.020999 0.779727 -1.1 -1.8 -1.6 -0.07
N -0.045921 -2.126056 1.344401 0.5 -0.6 4.6 -0.40
O 0.410082 -1.534943 0.199347 2.0 1.0 -2.5 -0.27
H -1.612488 -1.353853 0.176885 0.2 1.2 1.0 0.20
H -0.517874 -0.137229 1.290805 -0.8 1.8 0.3 0.29
H 0.502787 -1.643839 2.176064 -0.9 -1.5 -1.7 0.25
C 0.571287 1.905134 -1.457969 0.4 -0.4 -2.5 -0.29
S -0.693867 2.609368 -0.804798 0.1 0.0 0.7 -0.20
H 0.529972 1.634186 -2.538439 -0.3 0.1 0.6 0.23
H 1.591627 1.668231 -1.166022 -0.2 0.3 1.2 0.27
```
Positions in Å, forces in eV/Å.